# 1
ORCA calculation (the ωB97M-V functional and the def2-TZVPD basis) on a molecular structure, C35H35N6PPtS.

## Properties
HOMO (spin up / spin down) (eV): 0.7 / 0.6
Kohn-Sham gap (spin up / spin down) (eV): 3.9443 / 3.9601
LUMO level (spin up / spin down) (eV): 4.6 / 4.6
Total charge: -2
DFT total energy (eV): -69172.334

Each line ends with the Löwdin charge.
CARTESIAN COORDINATES (ANGSTROEM)
1 Pt 0.49 -1.47 -0.15  1.092
2 N 3.06 2.76 0.67  0.018
3 C 2.73 1.59 -0.02  -0.980
4 S 2.45 1.74 -1.72  0.438
5 N 2.81 0.52 0.72  -0.030
6 N 2.39 -0.68 0.17  -0.161
7 C 3.38 -1.55 -0.01  -0.232
8 C 4.82 -1.18 0.11  -0.163
9 C 5.67 -1.90 0.94  -0.060
10 C 7.02 -1.58 1.04  -0.114
11 C 7.54 -0.52 0.31  -0.129
12 C 6.69 0.21 -0.51  -0.093
13 C 5.34 -0.11 -0.61  -0.030
14 C 3.00 -2.89 -0.32  -0.234
15 C 3.88 -3.95 -0.58  -0.047
16 C 3.40 -5.21 -0.79  -0.116
17 C 2.01 -5.42 -0.74  -0.102
18 C 1.18 -4.35 -0.53  -0.144
19 N 1.65 -3.09 -0.36  -0.112
20 H 3.46 3.46 0.06  0.038
21 H 3.58 2.57 1.51  0.065
22 H 5.27 -2.71 1.54  0.113
23 H 7.66 -2.15 1.70  0.086
24 H 8.59 -0.28 0.37  0.082
25 H 7.07 1.05 -1.09  0.093
26 H 4.69 0.46 -1.26  0.044
27 H 4.94 -3.75 -0.63  0.098
28 H 4.08 -6.03 -0.99  0.084
29 H 1.58 -6.40 -0.89  0.082
30 H 0.10 -4.41 -0.54  0.061
31 N -0.48 0.23 0.38  -0.394
32 P -1.49 1.32 0.11  0.686
33 C -1.01 2.95 0.83  -0.259
34 C -1.64 4.15 0.51  -0.093
35 C -1.35 5.31 1.22  -0.110
36 C -0.43 5.27 2.26  -0.121
37 C 0.21 4.08 2.57  -0.100
38 C -0.08 2.92 1.86  -0.085
39 C -3.13 1.22 1.00  -0.269
40 C -4.26 1.99 0.74  -0.100
41 C -5.41 1.86 1.51  -0.106
42 C -5.43 0.96 2.57  -0.118
43 C -4.30 0.21 2.86  -0.092
44 C -3.16 0.34 2.08  -0.099
45 C -1.95 1.80 -1.61  -0.261
46 C -3.15 1.47 -2.24  -0.103
47 C -3.37 1.82 -3.57  -0.106
48 C -2.39 2.49 -4.28  -0.118
49 C -1.18 2.79 -3.67  -0.088
50 C -0.96 2.44 -2.34  -0.105
51 H -2.34 4.19 -0.31  0.097
52 H -1.84 6.24 0.96  0.087
53 H -0.20 6.17 2.82  0.084
54 H 0.94 4.05 3.37  0.092
55 H 0.42 1.98 2.07  0.091
56 H -4.25 2.70 -0.08  0.092
57 H -6.29 2.46 1.28  0.088
58 H -6.33 0.85 3.16  0.085
59 H -4.31 -0.48 3.69  0.095
60 H -2.28 -0.24 2.27  0.078
61 H -3.92 0.94 -1.70  0.085
62 H -4.30 1.56 -4.05  0.089
63 H -2.56 2.77 -5.31  0.085
64 H -0.39 3.29 -4.22  0.097
65 H 0.00 2.65 -1.88  0.024
66 C -3.36 -1.71 -0.81  -0.088
67 C -2.28 -2.70 -0.31  -0.792
68 C -2.74 -4.09 -0.78  -0.107
69 C -2.30 -2.70 1.23  -0.101
70 N -1.00 -2.43 -0.88  -0.248
71 H -4.38 -2.02 -0.53  0.069
72 H -3.29 -1.64 -1.90  0.070
73 H -3.17 -0.73 -0.39  0.019
74 H -3.69 -4.39 -0.32  0.061
75 H -1.99 -4.84 -0.54  0.046
76 H -2.87 -4.09 -1.87  0.061
77 H -3.31 -2.54 1.63  0.062
78 H -1.64 -1.91 1.59  0.010
79 H -1.92 -3.65 1.61  0.064

# 2
ORCA calculation (the ωB97M-V functional and the def2-TZVPD basis) on a molecular structure, C35H36BCl3FGeN4O5SeW.

## Properties
HOMO (spin up / spin down) (eV): -7.1 / -7.1
Kohn-Sham gap (spin up / spin down) (eV): 5.9342 / 5.9110
Multiplicity: 2
LUMO level (spin up / spin down) (eV): -1.1 / -1.2
Total charge: 0
DFT total energy (eV): -217731.400

Each line ends with the Löwdin charge.
CARTESIAN COORDINATES (ANGSTROEM)
1 W 0.00 -0.49 -1.55  0.996
2 O -2.97 -3.07 -3.60  0.076
3 C -3.85 -2.11 -3.93  -0.251
4 C -4.93 -2.50 -4.73  -0.009
5 C -5.88 -1.59 -5.14  -0.075
6 C -5.79 -0.25 -4.76  -0.089
7 C -4.73 0.15 -3.96  -0.028
8 C -3.76 -0.76 -3.53  -0.079
9 C -2.67 -0.28 -2.68  -0.431
10 O -1.79 -1.16 -2.23  -0.302
11 N -2.53 0.97 -2.40  0.091
12 N -1.41 1.12 -1.60  -0.160
13 C -1.26 2.30 -1.08  -0.090
14 C -0.33 2.59 -0.04  -0.169
15 C -0.19 3.92 0.39  -0.034
16 C 0.59 4.23 1.48  -0.079
17 C 1.20 3.18 2.20  -0.063
18 C 1.05 1.87 1.81  -0.016
19 C 0.33 1.55 0.64  -0.339
20 O 0.27 0.29 0.27  -0.292
21 H -2.23 -2.68 -3.10  0.060
22 H -4.98 -3.54 -5.03  0.120
23 H -6.70 -1.92 -5.76  0.105
24 H -6.53 0.46 -5.08  0.100
25 H -4.64 1.18 -3.65  0.110
26 H -1.97 3.06 -1.40  0.140
27 H -0.70 4.70 -0.15  0.121
28 H 0.72 5.25 1.80  0.105
29 H 1.78 3.41 3.08  0.110
30 H 1.51 1.06 2.36  0.107
31 C 1.05 -5.18 0.68  -0.005
32 C 1.54 -3.78 1.01  -0.460
33 C 3.01 -3.81 1.38  -0.003
34 O 1.39 -3.01 -0.22  0.045
35 B 0.32 -2.19 -0.07  -0.680
36 O -0.31 -2.32 1.14  0.091
37 C 0.62 -3.02 2.01  -0.451
38 C -0.15 -3.91 2.96  0.006
39 C 1.36 -1.93 2.79  -0.006
40 H 1.63 -5.57 -0.16  0.098
41 H 0.00 -5.17 0.40  0.099
42 H 1.18 -5.86 1.53  0.092
43 H 3.57 -4.35 0.61  0.095
44 H 3.16 -4.32 2.33  0.097
45 H 3.43 -2.81 1.45  0.082
46 H -0.83 -4.57 2.43  0.090
47 H -0.74 -3.29 3.64  0.076
48 H 0.54 -4.51 3.56  0.100
49 H 1.91 -1.28 2.11  0.078
50 H 2.05 -2.35 3.52  0.095
51 H 0.61 -1.32 3.31  0.095
52 C 4.18 1.40 0.63  -0.017
53 N 3.76 2.55 -0.15  -0.073
54 C 2.74 2.56 -1.02  -0.269
55 Se 2.07 0.54 -2.24  0.474
56 N 2.67 3.79 -1.53  0.116
57 C 3.64 4.62 -0.97  -0.173
58 C 3.96 5.95 -1.15  0.000
59 C 5.01 6.45 -0.39  -0.082
60 C 5.71 5.65 0.52  -0.082
61 C 5.39 4.31 0.69  -0.004
62 C 4.34 3.81 -0.07  -0.161
63 H 3.60 0.54 0.30  0.066
64 H 3.99 1.58 1.69  0.093
65 H 5.24 1.21 0.47  0.102
66 H 2.00 4.03 -2.25  0.026
67 H 3.42 6.58 -1.85  0.117
68 H 5.29 7.49 -0.49  0.105
69 H 6.51 6.08 1.09  0.104
70 H 5.93 3.69 1.39  0.112
71 F -3.41 -3.72 5.07  0.054
72 C -3.35 -2.84 4.05  -0.303
73 C -2.88 -1.57 4.30  -0.023
74 C -2.81 -0.67 3.25  -0.031
75 C -3.23 -1.03 1.95  -0.308
76 C -3.19 -0.11 0.89  0.094
77 C -3.70 -2.35 1.75  -0.022
78 C -3.76 -3.25 2.79  -0.013
79 H -2.57 -1.30 5.30  0.119
80 H -2.44 0.33 3.42  0.114
81 H -2.82 0.89 1.05  0.060
82 H -3.52 -0.38 -0.10  0.054
83 H -4.01 -2.66 0.76  0.119
84 H -4.12 -4.27 2.65  0.121
85 Cl 0.66 -2.22 -3.06  0.067
86 Ge 0.36 1.24 -4.26  0.148
87 Cl 1.98 1.21 -5.75  -0.055
88 Cl 0.38 3.50 -3.78  -0.019

# 3
ORCA calculation (the ωB97M-V functional and the def2-TZVPD basis) on a molecular structure, C35H36Cl2MoN6O4PS2.

## Properties
HOMO (spin up / spin down) (eV): -15.4 / -15.5
Kohn-Sham gap (spin up / spin down) (eV): 7.3308 / 7.0182
Multiplicity: 3
LUMO level (spin up / spin down) (eV): -8.0 / -8.5
Total charge: +3
DFT total energy (eV): -111848.720

Each line ends with the Löwdin charge.
CARTESIAN COORDINATES (ANGSTROEM)
1 Mo 0.11 0.26 0.16  1.846
2 C -3.15 -1.20 -4.23  0.016
3 N -2.00 -1.21 -3.33  -0.094
4 C -0.91 -2.03 -3.44  0.002
5 C -0.08 -1.72 -2.40  -0.105
6 N -0.67 -0.73 -1.66  -0.072
7 C -1.82 -0.43 -2.24  -0.426
8 P -2.86 0.99 -1.77  1.221
9 C -2.96 0.56 0.00  -0.425
10 N -1.96 0.08 0.74  -0.068
11 C -2.48 -0.24 1.97  -0.071
12 C -3.81 0.06 1.97  0.001
13 N -4.09 0.56 0.72  -0.094
14 C -5.43 1.01 0.31  0.018
15 C -1.43 2.12 -1.78  -0.451
16 N -0.22 1.80 -1.33  -0.092
17 C 0.61 2.85 -1.60  -0.070
18 C -0.11 3.81 -2.25  -0.005
19 N -1.39 3.33 -2.36  -0.101
20 C -2.50 4.08 -2.97  0.015
21 H -2.98 -1.92 -5.02  0.106
22 H -4.06 -1.46 -3.69  0.104
23 H -3.27 -0.21 -4.68  0.097
24 H -0.82 -2.75 -4.23  0.145
25 H 0.88 -2.14 -2.16  0.100
26 H -1.88 -0.67 2.75  0.122
27 H -4.56 -0.05 2.72  0.147
28 H -6.15 0.22 0.51  0.111
29 H -5.70 1.90 0.87  0.111
30 H -5.42 1.24 -0.75  0.068
31 H 1.65 2.86 -1.32  0.114
32 H 0.17 4.77 -2.64  0.148
33 H -2.20 4.41 -3.96  0.111
34 H -3.37 3.43 -3.05  0.071
35 H -2.74 4.94 -2.35  0.106
36 Cl -1.83 3.74 6.37  0.763
37 C -1.33 3.19 4.82  -0.649
38 C -1.80 3.84 3.67  -0.063
39 C -1.41 3.43 2.42  -0.555
40 Cl -2.01 4.22 1.01  0.772
41 C -0.53 2.35 2.26  -0.346
42 O -0.07 2.03 1.06  -0.252
43 C -0.11 1.68 3.42  -0.140
44 C 0.73 0.55 3.25  -0.101
45 O 0.92 -0.05 2.17  -0.133
46 C -0.49 2.12 4.70  -0.021
47 H -2.48 4.68 3.78  0.126
48 H 1.25 0.15 4.13  0.160
49 H -0.12 1.60 5.58  0.132
50 O 0.55 -1.72 0.43  -0.701
51 S 0.34 -3.25 0.46  1.115
52 C 2.07 -3.84 0.58  -0.258
53 C 3.07 -2.73 0.90  -0.222
54 C 3.70 -2.09 -0.34  -0.209
55 C 4.47 -0.81 0.01  -0.263
56 S 3.54 0.73 -0.32  1.114
57 O 2.08 0.25 -0.42  -0.683
58 C 4.00 1.08 -1.99  -0.418
59 C 5.06 1.95 -2.17  -0.071
60 C 5.49 2.23 -3.46  -0.036
61 C 4.86 1.64 -4.54  -0.032
62 C 3.78 0.77 -4.34  -0.044
63 C 3.34 0.49 -3.06  -0.070
64 C -0.31 -3.61 2.05  -0.407
65 C 0.35 -3.23 3.22  -0.073
66 C -0.23 -3.55 4.44  -0.041
67 C -1.44 -4.24 4.49  -0.030
68 C -2.08 -4.62 3.32  -0.041
69 C -1.52 -4.30 2.09  -0.072
70 H 2.28 -4.32 -0.38  0.103
71 H 2.06 -4.62 1.34  0.108
72 H 3.87 -3.18 1.50  0.139
73 H 2.60 -1.96 1.51  0.084
74 H 2.94 -1.87 -1.09  0.084
75 H 4.40 -2.79 -0.81  0.136
76 H 5.40 -0.70 -0.54  0.110
77 H 4.71 -0.78 1.08  0.102
78 H 5.54 2.42 -1.32  0.121
79 H 6.32 2.90 -3.61  0.126
80 H 5.20 1.85 -5.54  0.124
81 H 3.29 0.33 -5.20  0.118
82 H 2.50 -0.17 -2.90  0.093
83 H 1.29 -2.71 3.18  0.109
84 H 0.28 -3.28 5.36  0.121
85 H -1.87 -4.50 5.44  0.125
86 H -3.01 -5.17 3.36  0.124
87 H -2.00 -4.60 1.17  0.115

# 4
ORCA calculation (the ωB97M-V functional and the def2-TZVPD basis) on a molecular structure, C35H36CoN8O2P2.

## Properties
HOMO (spin up / spin down) (eV): -13.5 / -13.6
Kohn-Sham gap (spin up / spin down) (eV): 8.1708 / 8.2202
Multiplicity: 2
LUMO level (spin up / spin down) (eV): -5.3 / -5.4
Total charge: +2
DFT total energy (eV): -109088.416

Each line ends with the Löwdin charge.
CARTESIAN COORDINATES (ANGSTROEM)
1 Co -0.17 -0.75 0.44  0.133
2 N -1.69 -1.55 -1.10  0.048
3 N -1.45 -2.93 -1.23  0.034
4 C -0.25 -3.43 -0.84  -0.369
5 N 0.03 -4.67 -1.20  0.237
6 N 0.54 -2.61 -0.12  -0.007
7 N 1.80 -2.95 0.26  -0.056
8 O 2.21 -4.05 -0.01  -0.005
9 O 2.43 0.66 -0.74  -0.208
10 H -2.66 -1.42 -0.83  0.100
11 H -1.54 -1.09 -2.00  0.092
12 H -1.97 -3.44 -1.92  0.163
13 H -0.62 -5.22 -1.74  0.138
14 H 0.90 -5.08 -0.88  0.102
15 N 1.49 -0.63 1.90  0.058
16 C 1.10 -1.46 3.02  -0.240
17 C 1.95 -1.81 4.03  0.014
18 C 1.51 -2.59 5.12  -0.033
19 C 0.20 -2.98 5.20  -0.002
20 C -0.71 -2.63 4.18  -0.133
21 C -2.08 -2.98 4.22  0.027
22 C -2.91 -2.58 3.21  -0.018
23 C -2.36 -1.87 2.13  -0.095
24 N -1.09 -1.55 2.04  0.031
25 C -0.25 -1.88 3.07  -0.159
26 H 1.75 0.30 2.22  0.105
27 H 2.30 -1.04 1.44  0.079
28 H 2.98 -1.48 3.99  0.129
29 H 2.21 -2.86 5.90  0.121
30 H -0.15 -3.56 6.04  0.128
31 H -2.45 -3.54 5.06  0.134
32 H -3.96 -2.81 3.22  0.119
33 H -3.00 -1.55 1.32  0.105
34 C 0.14 3.15 -1.42  -0.095
35 N -0.02 1.81 -0.86  -0.408
36 P 0.88 0.41 -1.08  0.833
37 C 0.81 -0.08 -2.81  -0.320
38 C 0.00 0.53 -3.76  -0.091
39 C -0.07 0.02 -5.05  -0.052
40 C 0.68 -1.10 -5.40  -0.048
41 C 1.50 -1.71 -4.45  -0.048
42 C 1.56 -1.21 -3.16  -0.086
43 C 3.46 0.92 -1.66  -0.307
44 C 3.40 1.98 -2.53  -0.018
45 C 4.47 2.20 -3.40  -0.052
46 C 5.57 1.36 -3.36  -0.064
47 C 5.62 0.31 -2.47  -0.054
48 C 4.55 0.08 -1.60  -0.018
49 P -1.00 1.33 0.46  0.973
50 C -0.82 2.44 1.86  -0.340
51 C -1.10 3.80 1.75  -0.077
52 C -0.95 4.63 2.86  -0.048
53 C -0.53 4.09 4.07  -0.045
54 C -0.27 2.74 4.19  -0.052
55 C -0.41 1.91 3.08  -0.091
56 C -2.71 1.55 -0.09  -0.338
57 C -3.06 1.40 -1.43  -0.108
58 C -4.39 1.46 -1.81  -0.060
59 C -5.38 1.65 -0.86  -0.053
60 C -5.04 1.79 0.48  -0.053
61 C -3.71 1.74 0.87  -0.079
62 H 0.35 3.10 -2.49  0.072
63 H 0.94 3.70 -0.93  0.096
64 H -0.79 3.71 -1.30  0.082
65 H -0.58 1.41 -3.51  0.085
66 H -0.69 0.51 -5.79  0.117
67 H 0.64 -1.48 -6.40  0.118
68 H 2.10 -2.57 -4.73  0.117
69 H 2.22 -1.68 -2.44  0.104
70 H 2.54 2.65 -2.54  0.096
71 H 4.43 3.03 -4.09  0.115
72 H 6.40 1.54 -4.03  0.114
73 H 6.48 -0.34 -2.43  0.115
74 H 4.57 -0.74 -0.90  0.120
75 H -1.46 4.22 0.82  0.105
76 H -1.16 5.68 2.77  0.118
77 H -0.42 4.74 4.93  0.119
78 H 0.03 2.32 5.14  0.115
79 H -0.23 0.85 3.18  0.075
80 H -2.29 1.27 -2.18  0.076
81 H -4.66 1.37 -2.86  0.114
82 H -6.42 1.70 -1.16  0.117
83 H -5.81 1.95 1.22  0.117
84 H -3.45 1.87 1.91  0.112

# 5
ORCA calculation (the ωB97M-V functional and the def2-TZVPD basis) on a molecular structure, C35H36GeN4O2OsS.

## Properties
HOMO (spin up / spin down) (eV): -15.2 / -15.2
Kohn-Sham gap (spin up / spin down) (eV): 7.1422 / 4.2480
Multiplicity: 6
LUMO level (spin up / spin down) (eV): -8.1 / -11.0
Total charge: +3
DFT total energy (eV): -116726.504

Each line ends with the Löwdin charge.
CARTESIAN COORDINATES (ANGSTROEM)
1 Os -0.54 -0.45 -0.42  1.156
2 C -2.82 0.42 3.46  0.020
3 C -1.96 0.47 2.24  -0.235
4 N -2.29 0.09 1.07  -0.039
5 N -3.48 -0.48 0.77  0.045
6 C -3.66 -1.02 -0.46  -0.713
7 N -4.85 -1.52 -0.73  0.160
8 S -2.47 -1.00 -1.69  0.726
9 C -0.56 0.99 2.31  -0.199
10 C -0.13 1.74 3.39  0.023
11 C 1.19 2.17 3.44  0.001
12 C 2.05 1.82 2.41  -0.004
13 C 1.55 1.08 1.35  -0.103
14 N 0.27 0.68 1.29  -0.045
15 H -3.59 -0.35 3.38  0.085
16 H -3.32 1.38 3.63  0.118
17 H -2.22 0.20 4.34  0.101
18 H -4.21 -0.56 1.47  0.160
19 H -5.63 -1.48 -0.09  0.141
20 H -5.02 -1.93 -1.63  0.129
21 H -0.81 2.00 4.18  0.129
22 H 1.54 2.76 4.27  0.133
23 H 3.09 2.11 2.42  0.128
24 H 2.18 0.79 0.52  0.118
25 C 2.00 -7.66 3.41  0.000
26 C 1.62 -6.40 2.71  -0.197
27 C 2.46 -5.73 1.88  0.058
28 C 2.06 -4.54 1.21  -0.064
29 C 3.06 -3.97 0.28  0.004
30 C 0.74 -3.97 1.43  0.005
31 C -0.14 -4.64 2.23  -0.130
32 C -1.56 -4.25 2.51  -0.009
33 C 0.32 -5.85 2.86  0.153
34 C 0.32 -2.68 0.76  -0.563
35 O -0.89 -2.30 0.79  -0.147
36 O 1.16 -1.96 0.15  -0.097
37 H 3.08 -7.78 3.47  0.100
38 H 1.60 -8.52 2.87  0.116
39 H 1.58 -7.70 4.42  0.103
40 H 3.45 -6.12 1.70  0.144
41 H 3.94 -4.60 0.21  0.100
42 H 3.36 -2.96 0.60  0.114
43 H 2.63 -3.83 -0.72  0.118
44 H -1.62 -3.22 2.88  0.089
45 H -2.00 -4.92 3.25  0.093
46 H -2.15 -4.29 1.60  0.106
47 H -0.38 -6.38 3.51  0.147
48 C -2.33 2.75 -1.07  -0.242
49 Ge -0.77 1.71 -1.64  0.751
50 C -0.90 1.48 -3.58  -0.361
51 C -0.65 0.27 -4.22  -0.167
52 C -0.78 0.17 -5.60  -0.064
53 C -1.15 1.27 -6.35  -0.055
54 C -1.40 2.49 -5.72  -0.057
55 C -1.27 2.60 -4.34  -0.101
56 C 0.97 2.71 -1.61  -0.180
57 C 2.00 2.04 -2.31  -0.073
58 C 3.22 2.63 -2.57  0.000
59 C 3.46 3.94 -2.16  0.071
60 C 2.48 4.66 -1.45  -0.158
61 C 2.71 5.98 -1.04  0.059
62 C 1.75 6.69 -0.32  0.000
63 C 0.54 6.08 -0.01  -0.004
64 C 0.29 4.77 -0.41  0.033
65 C 1.23 4.03 -1.15  -0.170
66 H -2.35 3.73 -1.55  0.030
67 H -2.38 2.88 0.01  0.011
68 H -3.21 2.20 -1.40  0.024
69 H -0.34 -0.60 -3.65  0.065
70 H -0.59 -0.78 -6.09  0.114
71 H -1.24 1.19 -7.42  0.117
72 H -1.69 3.35 -6.31  0.116
73 H -1.46 3.55 -3.87  0.101
74 H 1.82 1.04 -2.68  0.105
75 H 3.98 2.09 -3.12  0.129
76 H 4.40 4.43 -2.39  0.141
77 H 3.66 6.44 -1.28  0.139
78 H 1.93 7.71 -0.02  0.132
79 H -0.21 6.63 0.55  0.128
80 H -0.66 4.31 -0.16  0.086